No. 1
{
  "formula": "C3H16NO4",
  "method": "ωB97M-V with the def2-TZVPD basis set",
  "symbols": ["H", "H", "H", "H", "H", "H", "C", "O", "H", "O", "C", "H", "H", "N", "H", "O", "H", "H", "O", "H", "H", "H", "H", "C"],
  "positions_angstrom": [[1.57067, -0.16805, 0.42095], [-2.63534, 0.56823, 1.24518], [0.20531, 1.88150, 2.07428], [-0.71825, -0.78115, -1.76681], [2.21602, -1.67835, -1.47589], [-0.50654, -1.05682, 1.61706], [-0.84013, -0.05694, 1.91824], [1.98263, -2.29607, -0.75858], [-1.13488, -0.16208, 2.96501], [-0.58069, 0.08540, -1.36137], [0.40896, 0.82554, 1.93579], [2.71309, -2.92846, -0.71073], [3.23798, 1.15581, 0.28470], [1.19946, 0.78273, 0.66565], [-3.02227, -0.44406, -3.72271], [-1.74823, 0.36677, 0.93893], [0.52198, 0.91051, -0.11216], [2.22165, 2.59720, 0.09988], [-2.69060, -0.81304, -2.89211], [-1.50649, 0.37689, -1.40504], [0.98938, 0.43391, 2.77107], [-2.93319, -1.73267, -3.07925], [2.49186, 2.00880, 1.72111], [2.38078, 1.69590, 0.68726]],
  "nbo_charge": [0.387, 0.485, 0.206, 0.490, 0.375, 0.193, -0.110, -1.144, 0.187, -1.004, -0.276, 0.444, 0.190, -0.666, 0.472, -0.737, 0.473, 0.216, -0.967, 0.488, 0.213, 0.470, 0.201, -0.587],
  "orbital_gap_ha": [0.1012, 0.4009],
  "largest_force_ev_per_a": 1.4,
  "e_homo_ha": [-0.0853, -0.3904],
  "lumo_ev": [0.4, 0.3],
  "spin_multiplicity": 2
}

***

No. 2
{
  "formula": "C27H57N3O11",
  "method": "ωB97M-V with the def2-TZVPD basis set",
  "symbols": ["H", "H", "O", "H", "C", "H", "C", "C", "O", "O", "C", "O", "H", "C", "H", "C", "H", "H", "H", "H", "C", "C", "C", "H", "H", "C", "H", "H", "H", "H", "C", "H", "O", "H", "O", "C", "H", "C", "H", "C", "N", "H", "O", "H", "C", "H", "C", "H", "O", "H", "C", "H", "H", "H", "H", "H", "H", "C", "H", "N", "C", "H", "C", "H", "C", "H", "N", "H", "C", "H", "H", "C", "H", "H", "C", "H", "H", "H", "H", "H", "H", "H", "H", "C", "H", "O", "O", "O", "H", "H", "H", "H", "H", "H", "H", "H", "C", "C"],
  "positions_angstrom": [[-4.69431, 4.11962, 6.10378], [-1.72784, 0.28422, -4.78599], [-2.56082, 4.22834, -2.43719], [0.60362, -2.75990, 0.51042], [0.68269, -3.74339, -1.36457], [2.86680, -3.51499, -3.06840], [-0.50753, -0.16010, 1.20871], [-3.64257, 3.93627, 3.43647], [-3.47592, 3.35107, 2.34440], [-4.84538, 3.94565, 4.11670], [-1.22354, 0.77347, -0.76967], [4.02410, -0.63001, 5.52644], [3.87392, 2.01912, 2.11424], [1.84381, -6.07999, 0.05778], [1.16558, -5.63568, -4.22176], [-4.59822, 4.74118, 5.21355], [-1.93834, 1.00623, -9.20795], [2.01133, -1.17674, 5.10908], [-3.31963, 6.39080, 4.88064], [-2.79950, 1.70085, 0.44877], [-3.45892, 4.23664, -3.55479], [3.28023, 3.99493, 2.78469], [2.72511, 0.41727, 3.91735], [2.10772, 2.29492, 2.03144], [0.28169, 5.26442, 3.50449], [2.66235, -0.32113, 5.28856], [-2.14304, 0.42275, -1.23831], [-3.81953, 5.48658, -1.56117], [3.30596, -0.01626, 3.10326], [1.42171, -4.64114, 1.84284], [0.55678, -5.18160, -3.43992], [2.14585, -8.20207, 0.79643], [0.07819, -0.89185, 2.02847], [3.47878, -5.18951, -2.79067], [-2.72053, 4.66245, 3.96719], [1.44122, -7.37431, 0.87662], [3.82881, -2.54783, 6.23184], [-2.74196, 3.49029, -4.69719], [0.85071, 4.85890, 1.88490], [-1.80475, 1.28827, -5.20318], [3.05032, 1.83619, 3.93595], [3.28184, -4.04274, -1.58270], [-0.51743, -0.37654, -0.25882], [3.48374, -6.08545, 1.42740], [1.35974, -4.92897, -2.19328], [0.11330, -4.27041, -3.84134], [4.15960, -1.56169, 6.55772], [-3.63730, 1.23451, -6.41530], [2.27981, 4.77567, 3.46164], [2.22057, -3.21902, 0.09056], [0.92479, 4.59032, 2.93869], [-5.23855, 5.61860, 5.12297], [-3.76263, 3.79740, -0.87132], [-2.35271, 0.10787, -6.91613], [-3.47299, 3.46568, -5.50534], [4.02442, -5.11912, 0.16026], [0.11059, -5.22567, 0.84601], [-2.50372, 1.85139, -8.81534], [-2.49538, 4.93948, -0.43102], [-2.60897, 2.10308, -4.24743], [-1.71996, 1.56869, 0.37640], [0.60787, 3.56859, 3.14774], [3.39478, -5.98941, 0.34530], [0.83805, -2.84071, -1.95547], [-3.25711, 5.31771, 5.06139], [5.23149, -1.68088, 6.71564], [1.32622, -6.19625, -1.35608], [-3.54362, 1.53022, -8.87503], [1.18686, -3.56346, 0.06072], [-2.18535, 2.20898, -3.33670], [-0.80203, 1.64278, -5.44189], [-2.56111, 1.10613, -6.53121], [-0.72084, 1.26177, -1.60451], [3.92518, -6.85268, -0.05663], [2.77484, -4.42150, -2.47016], [-4.39779, 3.71832, -3.35992], [-2.73311, 5.32129, 6.01717], [2.47787, 2.44202, 4.50638], [1.74603, 0.40749, 3.43839], [0.52110, -7.89516, 0.61168], [-1.76170, 3.86565, -4.99097], [3.71433, -1.31097, 7.52052], [3.46954, 4.35681, 1.77410], [1.13835, -4.86400, 0.81417], [-2.39868, 2.73468, -9.44533], [-2.15331, 2.04809, -7.48207], [-1.28648, 0.83348, 1.53780], [2.02768, -7.27030, -1.95940], [4.24360, 4.12823, 3.27686], [1.27576, -7.10005, 1.91850], [-3.67335, 5.23170, -3.94464], [2.30937, 0.40639, 6.01946], [1.38196, -7.96249, -2.11914], [-1.24035, 2.54738, 0.36083], [-0.20556, -5.89995, -3.13836], [-0.39959, -3.84890, -1.28962], [-3.19559, 4.66108, -1.21861], [3.01099, 2.45088, 2.62124]],
  "lowdin_charge": [0.144, 0.108, -0.222, 0.085, -0.128, 0.087, -0.447, -0.511, 0.096, 0.091, -0.157, -0.184, 0.118, -0.418, 0.080, -0.176, 0.085, 0.122, 0.135, 0.123, -0.215, -0.200, -0.194, 0.097, 0.077, -0.183, 0.124, 0.085, 0.124, 0.120, -0.045, 0.071, 0.091, 0.086, 0.124, -0.056, 0.084, -0.201, 0.087, -0.174, -0.080, 0.053, 0.018, 0.074, -0.481, 0.083, -0.139, 0.123, -0.199, 0.107, -0.078, 0.141, 0.082, 0.116, 0.114, 0.066, 0.113, -0.117, 0.083, -0.067, -0.118, 0.075, -0.050, 0.111, -0.153, 0.085, -0.087, 0.082, -0.200, 0.069, 0.117, -0.232, 0.128, 0.072, -0.044, 0.124, 0.142, 0.101, 0.085, 0.073, 0.126, 0.086, 0.106, -0.139, 0.090, -0.213, 0.086, -0.027, 0.118, 0.075, 0.117, 0.122, 0.100, 0.128, 0.085, 0.117, -0.078, -0.226],
  "orbital_gap_ha": 0.3082,
  "smiles": "CC1(C)CCCC(C)(C)N1O.COCCNCCOC.COCCNCCOC.O=C1OCCO1.O=C1OCCO1",
  "largest_force_ev_per_a": 6.9,
  "e_homo_ha": -0.2992,
  "lumo_ev": 0.2
}

***

No. 3
{
  "formula": "C4H6Cl2",
  "method": "ωB97M-V with the def2-TZVPD basis set",
  "symbols": ["H", "H", "H", "H", "C", "H", "C", "Cl", "C", "H", "C", "Cl"],
  "positions_angstrom": [[2.02885, 0.55899, 0.84018], [1.09492, -0.56462, -1.06238], [1.31664, -0.86999, 1.59608], [-0.89348, 1.44030, 0.10580], [-1.01944, -0.80106, -0.49444], [-1.49158, -1.13853, 0.35085], [-0.70229, 0.65610, -0.63402], [0.16400, 1.02606, 2.30526], [0.40092, -0.23107, -0.29882], [-1.06173, -1.32838, -1.46797], [1.11365, 0.03717, 1.06430], [-0.95047, 1.21505, -2.30484]],
  "nbo_charge": [0.219, 0.237, 0.216, 0.254, -0.417, 0.222, -0.220, -0.100, -0.270, 0.239, -0.322, -0.058],
  "orbital_gap_ha": 0.4106,
  "smiles": "ClC[C@H]1C[C@@H]1Cl",
  "largest_force_ev_per_a": 2.7,
  "e_homo_ha": -0.3756,
  "lumo_ev": 1.0
}

***

No. 4
{
  "formula": "C4H9O",
  "method": "ωB97M-V with the def2-TZVPD basis set",
  "symbols": ["C", "H", "H", "C", "O", "H", "H", "H", "C", "H", "H", "H", "H", "C"],
  "positions_angstrom": [[-0.64293, -1.41395, 0.19584], [-0.56870, 1.80002, 0.55967], [0.28992, -1.86485, 0.56122], [-1.20409, 0.98137, 0.19486], [-1.03401, -0.24134, 2.24285], [1.81917, 0.42556, -1.63008], [2.10921, 1.33495, -0.28708], [-0.37826, -1.01800, -0.75638], [2.66736, 0.62457, -0.95119], [2.48278, -0.25933, -0.28646], [-0.79091, 0.74340, -0.75708], [-1.32146, -2.22966, -0.07245], [-2.17429, 1.41058, -0.07397], [-1.25380, -0.29332, 1.06024]],
  "nbo_charge": [-0.723, 0.239, 0.239, -0.723, -0.496, 0.150, 0.157, 0.208, -0.464, 0.157, 0.208, 0.234, 0.234, 0.580],
  "orbital_gap_ha": [0.3773, 0.3120],
  "largest_force_ev_per_a": 5.6,
  "e_homo_ha": [-0.3605, -0.3605],
  "lumo_ev": [0.5, -1.3],
  "spin_multiplicity": 2
}

***

No. 5
{
  "formula": "C5H8IN2",
  "method": "ωB97M-V with the def2-TZVPD basis set",
  "symbols": ["H", "H", "N", "N", "H", "C", "I", "C", "H", "C", "H", "H", "H", "H", "C", "C"],
  "positions_angstrom": [[-0.83526, 3.08952, 0.81405], [-0.08994, 3.06915, -0.63902], [1.20988, -0.73460, -0.03152], [-0.84578, -0.11225, 0.11921], [0.22167, -3.16502, 0.47463], [-0.51964, -2.56176, -0.06138], [-2.91904, 0.03021, 0.15393], [-0.68209, 2.45824, -0.00717], [-0.71640, -2.79607, -1.12720], [-0.04495, -1.18852, 0.03621], [-1.41639, -2.47153, 0.55240], [2.13579, 1.28545, -0.07334], [2.11800, -1.11267, 0.18670], [-1.67175, 2.34392, -0.37640], [1.22707, 0.68047, -0.10100], [-0.04044, 1.11973, 0.03351]],
  "nbo_charge": [0.261, 0.257, -0.487, -0.484, 0.260, -0.665, 0.496, -0.673, 0.277, 0.463, 0.251, 0.261, 0.457, 0.236, -0.071, 0.161],
  "orbital_gap_ha": 0.3258,
  "smiles": "Cc1c[nH+]c(C)n1I",
  "total_charge": 1,
  "largest_force_ev_per_a": 2.3,
  "e_homo_ha": -0.5050,
  "lumo_ev": -4.9
}

***

no.,electronic energy (eV)
1,-13046.597
2,-55909.084
3,-29289.060
4,-6336.849
5,-16388.395